One molecule with the formula C9H16N4OS. Source: the Open Molecules 2025 dataset; level of theory: ωB97M-V/def2-TZVPD.

- Energy relative to the best compared isomer or geometry (same formula, charge and spin): 0.00 kcal/mol
- E_LUMO: 0.6 eV
- Highest occupied orbital energy: -7.862 eV
- Largest force on an atom: 3.2 eV/Å
- Net charge: 0
- SMILES: CC1=[N+]([O-])[C@@H](N)N=C(N2CCSCC2)C1
- E: -1044.91635 Ha
- Molar mass: 228.321 g/mol

CARTESIAN COORDINATES (ANGSTROEM)
C (-2.344, 0.761, -0.011)
C (-0.039, -0.111, 0.228)
C (-0.917, 0.904, -0.468)
C (1.942, -0.754, 1.427)
C (1.942, 1.369, 0.280)
C (2.873, -1.461, 0.453)
C (2.863, 0.932, -0.860)
C (-1.661, -1.732, -0.092)
C (-3.176, 1.987, 0.201)
N (-0.438, -1.316, 0.414)
N (1.149, 0.267, 0.771)
N (-2.836, -0.405, 0.181)
N (-1.699, -1.944, -1.489)
O (-3.966, -0.747, 0.573)
S (4.072, -0.292, -0.268)
H (-0.855, 0.719, -1.547)
H (-0.607, 1.930, -0.277)
H (1.248, -1.478, 1.860)
H (2.525, -0.277, 2.222)
H (2.555, 1.738, 1.111)
H (1.306, 2.187, -0.061)
H (3.466, -2.219, 0.961)
H (2.306, -1.922, -0.356)
H (2.291, 0.492, -1.679)
H (3.445, 1.774, -1.233)
H (-2.125, -2.503, 0.527)
H (-4.226, 1.716, 0.073)
H (-2.905, 2.770, -0.508)
H (-3.052, 2.373, 1.218)
H (-0.784, -2.097, -1.891)
H (-2.357, -2.660, -1.761)